Entry 1:
A cluster of 2 separate species, C16H31Br2Cl3O3P in total. Source: the OMol25 dataset; level of theory: ωB97M-V/def2-TZVPD.

```
56
Properties=species:S:1:pos:R:3:nbo_charge:R:1
C 1.702 0.282 3.300 -0.6043
C 1.270 1.638 2.723 -0.4153
C 2.257 2.173 1.671 -0.4149
C 1.647 2.552 0.300 -0.7702
P 1.432 1.166 -0.843 1.6140
C -0.004 0.258 -0.120 -0.5307
Cl -0.418 -1.234 -0.990 0.0161
C -1.262 1.120 0.000 -0.4347
C -2.353 0.409 0.842 -0.6152
C 2.907 0.081 -0.697 -0.5733
Cl 2.749 -1.406 -1.660 0.0376
C 4.336 0.663 -0.898 -0.1948
C 4.515 2.162 -1.047 -0.6557
Cl 5.320 0.129 0.510 -0.0317
C 0.887 1.821 -2.491 -0.6115
Br 1.340 3.712 -2.663 0.1019
C 1.220 1.133 -3.823 -0.2719
C 0.512 -0.195 -4.089 -0.6410
Br 3.116 1.028 -4.187 0.0454
H 2.783 0.278 3.437 0.2170
H 1.221 0.073 4.250 0.2352
H 1.470 -0.546 2.624 0.1867
H 1.199 2.333 3.557 0.2318
H 0.263 1.565 2.309 0.1863
H 3.097 1.494 1.548 0.2164
H 2.690 3.102 2.042 0.2432
H 2.303 3.270 -0.178 0.2879
H 0.687 3.046 0.424 0.2684
H 0.316 -0.038 0.880 0.2693
H -1.046 2.068 0.482 0.2228
H -1.667 1.314 -0.992 0.2180
H -3.296 0.385 0.307 0.2357
H -2.061 -0.592 1.147 0.2259
H -2.528 0.975 1.756 0.2262
H 2.845 -0.280 0.330 0.2905
H 4.773 0.145 -1.744 0.2566
H 5.561 2.345 -1.290 0.2577
H 4.341 2.669 -0.102 0.2170
H 3.918 2.584 -1.852 0.2308
H -0.200 1.833 -2.425 0.2727
H 0.856 1.830 -4.573 0.2494
H 1.111 -1.056 -3.814 0.2395
H 0.331 -0.260 -5.160 0.2441
H -0.460 -0.212 -3.602 0.2226
C -3.583 -2.941 -0.406 -0.2581
O -3.813 -3.170 0.984 -0.5058
C -4.961 -3.807 1.247 0.9765
O -5.757 -4.169 0.425 -0.6321
O -5.057 -3.961 2.562 -0.4917
C -6.246 -4.637 2.991 -0.2572
H -2.631 -2.419 -0.456 0.1811
H -3.527 -3.880 -0.953 0.2001
H -4.371 -2.319 -0.830 0.1921
H -6.286 -5.640 2.574 0.1976
H -7.131 -4.077 2.695 0.1959
H -6.185 -4.688 4.073 0.2000
```

Computed properties:
Total charge = +1
HOMO-LUMO gap = 9.56 eV
Electronic energy = -210172.44883 eV
Multiplicity = 1

=====

Entry 2:
A structure of composition C60H47N2O2P3S6SiY. Source: the OMol25 dataset; level of theory: ωB97M-V/def2-TZVPD.

```
122
Properties=species:S:1:pos:R:3:mulliken_charge:R:1
Y -0.798 0.726 -0.014 -0.1128
C 4.027 2.247 5.892 -0.7171
C 3.733 0.933 5.565 -0.7061
C 3.117 0.644 4.362 -0.8385
C 2.776 1.656 3.470 0.2416
C 3.077 2.974 3.806 0.0292
C 3.700 3.261 5.008 -0.8976
P 1.902 1.114 1.944 2.2385
C 1.268 2.798 1.349 0.6795
C 0.381 3.413 2.376 -0.8690
C 0.253 4.740 2.467 -1.0475
C 1.065 5.642 1.678 -0.6135
C 2.058 5.192 0.902 -1.1519
C 2.273 3.750 0.646 0.4181
C 3.323 0.930 0.794 -0.3443
C 4.581 1.449 1.089 -0.4388
C 5.608 1.364 0.166 -0.8112
C 5.378 0.790 -1.073 -0.9769
C 4.134 0.252 -1.356 -0.5228
C 3.103 0.282 -0.427 0.7521
Si 1.429 -0.605 -0.707 2.1683
C 1.351 -1.128 -2.577 0.8961
C 1.951 -2.310 -3.007 -0.6444
C 1.769 -2.820 -4.280 -1.0617
C 0.967 -2.140 -5.179 -1.2269
C 0.360 -0.963 -4.783 -0.1524
C 0.538 -0.452 -3.500 -0.3362
P -0.319 1.134 -3.081 0.8074
C 0.339 2.176 -4.438 0.4335
C -0.376 3.333 -4.752 -0.4785
C 0.038 4.152 -5.782 -0.7900
C 1.175 3.830 -6.509 -0.4757
C 1.914 2.711 -6.171 -0.7259
C 1.504 1.891 -5.136 -0.5230
C -2.003 0.911 -3.808 0.5195
C -2.287 0.977 -5.172 -0.0769
C -3.581 0.808 -5.628 -0.9299
C -4.617 0.583 -4.738 -0.8066
C -4.357 0.569 -3.378 -0.5548
C -3.064 0.751 -2.922 -0.2664
C 1.811 -2.275 0.199 0.2565
C 3.022 -2.921 -0.025 -0.4009
C 3.245 -4.218 0.398 -0.8716
C 2.241 -4.907 1.058 -0.8342
C 1.072 -4.247 1.390 -0.1803
C 0.861 -2.929 0.988 -0.6305
P -0.553 -1.968 1.662 2.2065
C 0.050 -1.717 3.378 0.6687
C 1.150 -2.347 3.947 -0.6107
C 1.429 -2.169 5.293 -0.5869
C 0.629 -1.356 6.077 -0.6604
C -0.452 -0.704 5.508 -0.7091
C -0.741 -0.884 4.168 -0.9651
C -1.753 -3.321 1.984 0.4431
C -2.215 -3.687 3.244 -0.4229
C -3.201 -4.651 3.371 -0.7205
C -3.747 -5.250 2.249 -0.7255
C -3.298 -4.884 0.990 -0.5942
C -2.309 -3.931 0.860 -0.1004
H 4.506 2.477 6.834 0.3672
H 3.980 0.133 6.249 0.4582
H 2.881 -0.377 4.100 0.5188
H 2.830 3.784 3.138 0.2483
H 3.933 4.288 5.255 0.4537
H -0.171 2.736 3.017 0.5281
H -0.434 5.171 3.181 0.5385
H 0.898 6.704 1.790 0.4080
H 2.701 5.869 0.356 0.4726
H 3.332 3.478 0.653 0.1579
H 4.762 1.916 2.048 0.3687
H 6.583 1.764 0.409 0.3935
H 6.172 0.742 -1.805 0.3948
H 3.954 -0.207 -2.317 0.3808
H 2.565 -2.862 -2.314 0.5612
H 2.241 -3.751 -4.562 0.3663
H 0.805 -2.526 -6.176 0.4105
H -0.273 -0.443 -5.486 0.4252
H -1.248 3.592 -4.163 0.4671
H -0.516 5.054 -6.011 0.4088
H 1.494 4.465 -7.323 0.3559
H 2.819 2.470 -6.712 0.3844
H 2.101 1.035 -4.859 0.3903
H -1.506 1.198 -5.887 0.4102
H -3.781 0.851 -6.690 0.4093
H -5.624 0.435 -5.101 0.4075
H -5.164 0.425 -2.674 0.4900
H -2.871 0.781 -1.848 -0.0154
H 3.811 -2.383 -0.534 0.5666
H 4.196 -4.693 0.210 0.4229
H 2.387 -5.937 1.353 0.3733
H 0.315 -4.758 1.967 0.5426
H 1.796 -2.975 3.351 0.1268
H 2.279 -2.676 5.730 0.3497
H 0.846 -1.234 7.128 0.3934
H -1.077 -0.063 6.110 0.5120
H -1.592 -0.390 3.721 0.3631
H -1.804 -3.224 4.130 0.3626
H -3.551 -4.931 4.355 0.4153
H -4.525 -5.992 2.354 0.3577
H -3.732 -5.341 0.112 0.4592
H -1.962 -3.640 -0.122 0.1407
O -1.414 -1.559 -1.928 -0.2902
H -1.031 -2.433 -2.049 0.2158
H -2.351 -1.684 -1.704 -0.1965
S 1.828 3.574 -2.182 -0.3808
C 1.524 3.287 -0.598 0.2498
N 0.603 2.577 0.047 -0.8614
O -3.167 1.769 3.676 -0.7225
C -2.571 1.615 2.672 1.3440
N -1.959 1.465 1.674 -1.1854
C -5.981 -2.837 -1.269 -0.3049
S -6.371 -2.457 0.472 -0.1510
C -6.096 -0.725 0.474 0.2109
C -4.876 -0.145 0.350 -0.7947
S -3.415 -0.975 0.121 0.4358
S -4.885 1.626 0.358 0.2043
C -6.602 1.840 0.558 0.0992
S -7.321 3.307 0.653 -0.2897
S -7.480 0.344 0.640 -0.2397
H -6.084 -3.911 -1.380 0.3668
H -4.959 -2.527 -1.467 -0.2418
H -6.680 -2.319 -1.917 0.3376
```

Computed properties:
Total charge = -1
HOMO-LUMO gap = 6.98 eV
Electronic energy = -171861.87558 eV
Multiplicity = 1

=====

Entry 3:
A structure of composition C20H21AsF12O3PdS2. Source: the OMol25 dataset; level of theory: ωB97M-V/def2-TZVPD.

```
60
Properties=species:S:1:pos:R:3:nbo_charge:R:1
Pd -0.676 1.090 -1.090 0.7257
O -1.644 -0.665 -0.716 -0.9479
S -0.719 -1.890 -0.203 1.2534
C -0.261 -1.646 1.525 -0.6087
C -1.087 -0.604 2.334 -0.4090
C -0.756 0.913 2.387 -0.4192
C 0.719 1.246 2.635 -0.5750
S 1.919 1.400 1.186 1.2147
O 1.435 0.594 -0.060 -0.9623
C 3.216 0.284 1.841 -0.1502
C 3.880 0.451 3.064 -0.2586
C 4.890 -0.438 3.507 -0.2200
C 5.117 -1.624 2.836 -0.2030
C 4.442 -1.829 1.623 -0.2162
C 3.558 -0.877 1.092 -0.2380
C -2.036 -3.107 0.104 -0.2230
C -3.321 -2.637 0.335 -0.1954
C -4.388 -3.540 0.425 -0.2107
C -4.203 -4.901 0.189 -0.2014
C -2.886 -5.405 0.111 -0.2056
C -1.823 -4.513 0.103 -0.2168
H 0.803 -1.420 1.545 0.2472
H -0.366 -2.644 1.993 0.2354
H -1.112 -0.972 3.382 0.2041
H -2.163 -0.646 2.052 0.2271
H -1.240 1.306 3.283 0.2161
H -1.097 1.464 1.476 0.2515
H 1.208 0.590 3.329 0.2153
H 0.791 2.286 3.065 0.2306
H 3.672 1.304 3.705 0.2107
H 5.386 -0.210 4.432 0.2096
H 5.774 -2.391 3.241 0.2123
H 4.572 -2.725 1.043 0.2181
H 3.076 -1.004 0.115 0.2748
H -3.488 -1.593 0.526 0.2452
H -5.364 -3.147 0.652 0.2131
H -5.034 -5.580 0.130 0.2101
H -2.762 -6.475 0.101 0.2138
H -0.816 -4.946 0.180 0.2210
F -0.119 0.340 -3.097 -0.6879
As 1.224 -0.624 -4.106 2.8069
F 1.175 0.716 -5.246 -0.6142
F 2.384 0.275 -3.124 -0.6135
F 2.530 -1.450 -5.037 -0.6298
F 1.224 -1.899 -2.877 -0.6295
F -0.069 -1.459 -4.978 -0.6161
C -1.532 3.447 -3.286 -0.6460
C -0.921 3.851 -1.866 0.0969
O -0.012 2.912 -1.341 -0.8557
C 0.057 5.010 -2.216 0.9648
F 1.113 4.524 -2.941 -0.3250
F -0.550 5.895 -3.031 -0.3467
F 0.494 5.607 -1.127 -0.3172
C -2.034 4.236 -0.848 0.9538
F -2.708 5.323 -1.267 -0.3394
F -1.564 4.516 0.412 -0.3402
F -2.935 3.253 -0.719 -0.3249
H -0.709 3.574 -3.996 0.2380
H -2.403 4.059 -3.604 0.2034
H -1.859 2.394 -3.185 0.2333
```

Computed properties:
Total charge = -1
HOMO-LUMO gap (spin up / spin down) = 5.89 / 6.31 eV
Energy above the lowest of the compared OMol25 structures with the same formula, charge and spin = 1.404 eV
Electronic energy = -145824.75526 eV
Multiplicity = 2

=====

Entry 4:
A cluster of 2 separate species, C3H10N4O in total. Source: the OMol25 dataset; level of theory: ωB97M-V/def2-TZVPD.

```
18
Properties=species:S:1:pos:R:3:nbo_charge:R:1
C -2.047 0.377 -0.660 -0.7234
C -1.354 -0.900 -1.060 0.6822
N -1.025 -1.700 0.054 -0.8559
O -1.083 -1.243 -2.200 -0.5952
H -1.289 1.134 -0.413 0.2499
H -2.676 0.231 0.229 0.2190
H -2.680 0.721 -1.491 0.2423
H -1.607 -1.667 0.890 0.3926
H -0.705 -2.600 -0.181 0.3889
N 1.351 1.698 1.732 -0.7597
C 1.643 0.921 0.749 0.5685
N 1.990 -0.432 0.724 -0.8575
N 1.726 1.398 -0.554 -0.8232
H 1.397 1.162 2.605 0.3281
H 1.947 -0.885 1.650 0.3797
H 1.464 -1.031 -0.014 0.3951
H 1.837 0.666 -1.220 0.3761
H 1.114 2.150 -0.839 0.3924
```

Computed properties:
Total charge = 0
HOMO-LUMO gap = 9.61 eV
Energy above the lowest of the compared OMol25 structures with the same formula, charge and spin = 0.462 eV
Electronic energy = -11281.73822 eV
Multiplicity = 1

=====

Entry 5:
A structure of composition C33H57IN2O2SiSr. Source: the OMol25 dataset; level of theory: ωB97M-V/def2-TZVPD.

```
97
Properties=species:S:1:pos:R:3:mulliken_charge:R:1
O -1.368 -3.381 -3.405 0.1256
O 0.188 -3.713 -5.111 -0.3648
C -1.481 -4.410 -2.355 0.4178
C -2.548 -4.133 -1.335 -1.6264
H -0.486 -4.471 -1.892 -0.0888
H -1.677 -5.349 -2.890 0.3178
H -2.340 -3.240 -0.733 0.2955
H -2.567 -4.980 -0.642 0.4664
H -3.550 -4.065 -1.777 0.3965
C -2.297 -2.217 -3.506 0.6142
C -3.211 -2.404 -4.682 -1.4317
H -1.649 -1.339 -3.610 -0.0823
H -2.829 -2.147 -2.556 -0.0501
H -2.645 -2.495 -5.619 0.3087
H -3.871 -1.537 -4.771 0.4321
H -3.840 -3.295 -4.552 0.3021
C 1.239 -2.734 -5.299 -0.2255
C 0.658 -5.089 -5.166 -0.2865
C 0.759 -1.364 -4.922 -0.8431
H 1.501 -2.787 -6.365 0.3061
H 2.127 -3.015 -4.714 0.2692
H -0.181 -1.102 -5.422 0.3486
H 1.521 -0.636 -5.222 0.4124
H 0.633 -1.272 -3.835 -0.0552
C -0.409 -5.953 -5.777 -1.2345
H 0.899 -5.400 -4.137 0.2084
H 1.577 -5.109 -5.764 0.5341
H -1.341 -5.917 -5.204 0.2402
H -0.053 -6.984 -5.801 0.4232
H -0.612 -5.642 -6.807 0.3228
H -0.675 -3.530 -4.229 0.5734
N -0.507 1.381 0.749 0.9860
C -0.382 2.627 1.213 0.2277
C 0.768 3.414 1.021 -1.5082
C 1.883 3.108 0.202 0.6878
C -1.545 3.262 1.952 -1.6007
H -2.084 2.529 2.568 0.2760
H -2.266 3.706 1.249 0.1916
H -1.173 4.062 2.603 0.5032
C 2.761 4.256 -0.239 -1.4545
H 2.707 4.407 -1.327 0.2176
H 3.813 4.091 0.033 0.2698
H 2.416 5.173 0.249 0.4880
N 2.205 1.872 -0.148 0.8808
C -1.737 0.814 0.373 -0.9010
C -2.243 -0.292 1.100 1.2944
C -1.518 -0.812 2.309 -1.7549
C -3.437 -0.875 0.695 -0.7187
H -3.830 -1.720 1.266 0.4073
C -4.137 -0.379 -0.410 -0.9077
H -5.078 -0.840 -0.712 0.4526
C -3.642 0.723 -1.115 -0.7984
H -4.187 1.122 -1.971 0.4128
C -2.455 1.340 -0.731 1.2118
C -1.955 2.551 -1.456 -1.5410
C 3.162 1.488 -1.108 -0.6863
C 4.434 1.010 -0.689 1.7895
C 4.839 1.096 0.751 -1.4476
C 5.285 0.421 -1.624 -0.4417
H 6.264 0.070 -1.294 0.3516
C 4.900 0.291 -2.961 -1.3195
H 5.568 -0.177 -3.683 0.3645
C 3.671 0.802 -3.381 -0.4667
H 3.379 0.757 -4.433 0.4474
C 2.796 1.403 -2.479 0.7351
C 1.456 1.902 -2.931 -1.0777
Sr 1.525 -0.195 1.175 1.7369
H -0.845 -1.659 2.069 0.2361
H -2.248 -1.202 3.031 0.4823
H -0.946 -0.028 2.832 0.3344
H -0.880 2.491 -1.674 0.0348
H -2.127 3.475 -0.883 0.2805
H -2.487 2.661 -2.408 0.4191
H 5.933 1.017 0.825 0.4597
H 4.423 0.281 1.380 0.0753
H 4.534 2.052 1.203 0.2106
H 1.219 2.888 -2.507 0.4294
H 0.645 1.207 -2.654 -0.0768
H 1.443 1.995 -4.027 0.5137
H 0.745 4.414 1.453 0.2684
C 2.130 -1.561 -0.583 -1.0326
Si 3.240 -3.053 -0.438 0.0532
H 2.565 -0.871 -1.352 -0.4410
H 1.152 -1.883 -1.011 0.5862
C 2.290 -4.620 -0.003 -0.7967
C 4.583 -2.839 0.857 -0.7446
C 4.091 -3.268 -2.101 -0.7606
H 5.085 -3.720 -1.982 0.3419
H 4.225 -2.296 -2.595 0.0297
H 3.500 -3.905 -2.776 0.1775
H 1.839 -4.537 0.996 0.2747
H 2.957 -5.493 0.007 0.3325
H 1.485 -4.821 -0.722 -0.0175
H 4.165 -2.548 1.834 0.0481
H 5.311 -2.069 0.566 0.2128
H 5.125 -3.786 0.995 0.3389
I 2.922 -0.974 3.881 -0.6040
```

Computed properties:
Total charge = 0
HOMO-LUMO gap = 6.29 eV
Electronic energy = -59035.38224 eV
Multiplicity = 1